Here is 2 unconnected molecules or ions with the total composition ClH3O3P in a non-equilibrium geometry from the Open Molecules 2025 dataset. Energies are from ωB97M-V/def2-TZVPD.

```
8
Properties=species:S:1:pos:R:3:forces:R:3:nbo_charge:R:1
O -0.1468 -0.6373 1.4828 -0.29 -0.18 -0.83 -0.9778
O -0.6427 1.3618 -0.0471 -0.36 1.25 1.52 -0.9627
O -0.5996 -1.0346 -0.8076 0.06 -0.40 -1.56 -0.9597
P -0.0006 0.0191 0.1376 3.06 -1.75 -0.77 2.3361
Cl 2.9100 0.0955 -0.5328 -2.53 0.01 0.58 -0.1927
H -0.1437 -0.5902 2.4319 0.19 0.59 0.78 0.6047
H -0.8766 1.7833 -0.8647 -0.18 0.50 -0.98 0.5769
H -0.5000 -0.9977 -1.8000 0.03 -0.02 1.26 0.5753
```
Positions in Å, forces in eV/Å.

Calculated values
strongest force on any atom	3.61	eV/Å
2S+1	1
E_LUMO (spin up / spin down)	-7.545 / -7.692	eV
net charge	+1
energy	-1028.75940	hartree
relative energy (zero: lowest compared OMol25 entry of this formula, charge and spin)	3.7341	eV
gap between HOMO and LUMO (spin up / spin down)	0.299 / 0.283	Eh


Here is ClH3P4S in the gas phase in a non-equilibrium geometry from the Open Molecules 2025 dataset. Energies are from ωB97M-V/def2-TZVPD.

```
9
Properties=species:S:1:pos:R:3:forces:R:3:nbo_charge:R:1
P 2.3284 -0.3022 -0.6688 -0.95 -0.73 1.29 0.0730
P 0.4093 0.7328 -0.5104 0.40 0.24 0.10 0.2673
Cl 0.2165 0.9987 -2.5175 -0.63 0.33 -1.04 -0.3024
P -0.9276 -0.9484 -0.2179 -0.67 -0.38 0.85 -0.0779
P -2.3357 0.5382 0.6951 -0.49 0.11 -0.17 0.4039
S -3.6851 -0.4442 1.6166 -0.10 -0.08 0.05 -0.3527
H 1.9454 -0.5403 0.7323 0.91 -0.11 -0.57 -0.0160
H 2.6989 0.9806 -0.3481 1.21 0.74 0.26 -0.0121
H -0.6500 -1.0152 1.2188 0.32 -0.12 -0.78 0.0168
```
Positions in Å, forces in eV/Å.

Calculated values
strongest force on any atom	1.76	eV/Å
2S+1	1
E_LUMO	-1.482	eV
energy	-2225.56482	hartree
relative energy (zero: lowest compared OMol25 entry of this formula, charge and spin)	0.0915	eV
SMILES	[PH2]#P(Cl)[PH]#P=S
gap between HOMO and LUMO	0.262	Eh


Here is 2 unconnected molecules or ions with the total composition ClH3S in a non-equilibrium geometry from the Open Molecules 2025 dataset. Energies are from ωB97M-V/def2-TZVPD.

```
5
Properties=species:S:1:pos:R:3:forces:R:3:nbo_charge:R:1
Cl -2.2912 -0.5597 -0.0794 1.50 -3.62 -0.11 -0.2326
H -2.7427 0.5352 -0.0488 -1.52 3.63 0.10 0.2336
S 1.5355 -0.5689 -0.1306 -1.56 1.91 -0.70 -0.3055
H 0.9223 0.7654 -0.3252 1.33 -2.35 0.52 0.1684
H 2.5762 -0.1720 0.5840 0.24 0.43 0.19 0.1361
```
Positions in Å, forces in eV/Å.

Calculated values
strongest force on any atom	3.93	eV/Å
2S+1	1
E_LUMO	0.795	eV
energy	-860.14995	hartree
relative energy (zero: lowest compared OMol25 entry of this formula, charge and spin)	0.5036	eV
SMILES	Cl.S
gap between HOMO and LUMO	0.385	Eh


Here is 2 unconnected molecules or ions with the total composition ClH3S from the Open Molecules 2025 dataset. Energies are from ωB97M-V/def2-TZVPD.

```
5
Properties=species:S:1:pos:R:3:forces:R:3:nbo_charge:R:1
Cl -1.3015 1.6862 0.1333 -0.38 0.28 0.16 -0.2652
H -2.0843 0.7602 0.5514 0.12 0.08 -0.06 0.2653
S 0.7879 -0.7330 -0.7334 0.26 -0.36 -0.08 -0.2844
H 1.8668 -0.1100 -0.2374 -0.08 -0.04 0.03 0.1446
H 0.7312 -1.6034 0.2860 0.08 0.05 -0.05 0.1397
```
Positions in Å, forces in eV/Å.

Calculated values
strongest force on any atom	0.50	eV/Å
2S+1	1
E_LUMO	0.841	eV
energy	-860.16016	hartree
relative energy (zero: lowest compared OMol25 entry of this formula, charge and spin)	0.2256	eV
SMILES	Cl.S
gap between HOMO and LUMO	0.378	Eh


Here is 2 unconnected molecules or ions with the total composition ClH3Si in a non-equilibrium geometry from the Open Molecules 2025 dataset. Energies are from ωB97M-V/def2-TZVPD.

```
5
Properties=species:S:1:pos:R:3:forces:R:3:nbo_charge:R:1
Si 0.2703 0.2225 -0.2395 0.21 -3.78 0.33 0.7696
Cl -0.6367 0.2447 -2.0050 -0.71 0.35 -1.17 -0.3690
H -1.2506 -1.0421 2.2508 0.27 0.22 -0.50 -0.0956
H 1.3584 -0.8435 -0.4453 -0.32 1.22 0.52 -0.1346
H 0.2586 1.4183 0.4391 0.55 1.99 0.82 -0.1705
```
Positions in Å, forces in eV/Å.

Calculated values
strongest force on any atom	3.80	eV/Å
2S+1	1
E_LUMO (spin up / spin down)	-0.561 / -0.526	eV
energy	-751.33900	hartree
relative energy (zero: lowest compared OMol25 entry of this formula, charge and spin)	4.0316	eV
gap between HOMO and LUMO (spin up / spin down)	0.364 / 0.261	Eh


Here is ClH4N2P in the gas phase in a non-equilibrium geometry from the Open Molecules 2025 dataset. Energies are from ωB97M-V/def2-TZVPD.

```
8
Properties=species:S:1:pos:R:3:forces:R:3:nbo_charge:R:1
N -0.2154 0.8595 0.8987 -0.43 -1.67 -1.37 -1.1396
P -0.9134 -0.2683 -0.4615 1.82 -0.06 3.27 1.0633
N 0.5949 -1.0458 -0.7567 -2.45 0.54 -1.09 -1.1437
Cl -0.9099 1.1700 -1.7839 -0.07 1.27 -1.74 -0.2740
H -0.9711 1.1156 1.5044 -0.42 0.34 0.47 0.3619
H 0.4657 0.3477 1.4751 -0.48 0.07 -0.37 0.3628
H 0.6357 -1.8117 -0.1311 0.75 -0.79 0.54 0.3839
H 1.3134 -0.3669 -0.7452 1.28 0.30 0.29 0.3854
```
Positions in Å, forces in eV/Å.

Calculated values
strongest force on any atom	3.74	eV/Å
2S+1	1
E_LUMO	1.090	eV
energy	-913.48482	hartree
relative energy (zero: lowest compared OMol25 entry of this formula, charge and spin)	0.2229	eV
SMILES	NP(N)Cl
gap between HOMO and LUMO	0.377	Eh


Here is 2 unconnected molecules or ions with the total composition ClH4NSi in a non-equilibrium geometry from the Open Molecules 2025 dataset. Energies are from ωB97M-V/def2-TZVPD.

```
7
Properties=species:S:1:pos:R:3:forces:R:3:nbo_charge:R:1
N -0.2073 0.3753 -1.0978 0.10 -0.75 -0.40 -1.4132
Si -1.0353 -0.0421 0.1610 -0.92 -1.46 0.57 1.4598
H -0.5507 0.9468 -1.8410 0.51 0.81 -0.21 0.4051
H -1.8169 0.7543 1.0552 -0.46 0.92 0.52 -0.2398
H -1.3306 -1.4438 0.6595 0.84 0.45 -0.31 -0.2027
Cl 2.9780 -0.7001 0.7726 -1.81 1.43 -0.76 -0.3126
H 1.9628 0.1097 0.2904 1.75 -1.41 0.59 0.3034
```
Positions in Å, forces in eV/Å.

Calculated values
strongest force on any atom	2.43	eV/Å
2S+1	1
E_LUMO	-0.556	eV
energy	-806.76206	hartree
relative energy (zero: lowest compared OMol25 entry of this formula, charge and spin)	3.7105	eV
SMILES	N=[SiH2].Cl
gap between HOMO and LUMO	0.340	Eh


Here is ClH4NSi in the gas phase in a non-equilibrium geometry from the Open Molecules 2025 dataset. Energies are from ωB97M-V/def2-TZVPD.

```
7
Properties=species:S:1:pos:R:3:forces:R:3:nbo_charge:R:1
N 0.7107 0.9677 -0.3744 -2.30 -3.04 0.75 -1.1856
Si -0.5413 -0.4944 0.1036 3.07 2.10 -1.71 1.1677
Cl -2.4640 0.2878 -0.0922 0.80 -0.68 -0.06 -0.3615
H 0.9843 1.3968 0.5007 0.39 0.17 -0.06 0.3665
H 1.4772 0.3965 -0.7601 -0.13 0.68 0.42 0.3657
H -0.3474 -1.0288 1.4556 -0.31 0.15 0.17 -0.1852
H 0.1805 -1.5256 -0.8331 -1.51 0.62 0.50 -0.1676
```
Positions in Å, forces in eV/Å.

Calculated values
strongest force on any atom	4.09	eV/Å
2S+1	1
E_LUMO	0.738	eV
energy	-806.86674	hartree
relative energy (zero: lowest compared OMol25 entry of this formula, charge and spin)	0.8620	eV
SMILES	N[SiH2]Cl
gap between HOMO and LUMO	0.400	Eh


Question: Number 5 is which compound?
Answer: ClH3Si


Question: Which of these has the highest energy?
Answer: ClH3Si